{
  "formula": "C3H8N4S",
  "method": "the ωB97M-V functional and the def2-TZVPD basis",
  "mol_weight_g_mol": 132.19,
  "total_charge": 0,
  "max_force_ev_per_a": 3.862,
  "homo_ev": -8.0,
  "energy_ev": -20031.360,
  "elements": ["S", "C", "N", "H", "H", "C", "H", "H", "H", "N", "H", "H", "N", "H", "N", "C"],
  "positions_angstrom": [[-2.115, -2.048, -0.157], [-2.534, 0.768, 0.045], [-2.189, 1.999, -0.145], [-3.585, 0.341, -0.312], [3.973, 0.033, -0.105], [2.814, 0.326, 0.104], [2.512, -1.799, -0.164], [-1.818, -2.639, 1.014], [2.574, 1.306, -0.501], [1.999, -0.946, -0.392], [0.002, 1.245, -0.462], [-3.170, 2.427, -0.276], [0.577, -0.977, -0.052], [2.749, 0.250, 1.375], [-1.560, -0.352, 0.215], [-0.230, 0.067, -0.187]],
  "forces_ev_per_a": [[0.4, 2.3, 0.2], [-0.2, -2.4, -2.4], [-2.8, -1.1, 0.8], [2.0, 0.8, 1.6], [-2.8, 0.8, 0.3], [1.2, -2.7, 1.2], [-1.0, 0.4, 0.4], [0.1, 0.4, 0.0], [0.2, -2.0, 1.7], [-0.8, 3.5, 0.2], [-0.9, -3.4, 0.8], [2.1, -0.1, 0.0], [1.5, 2.0, -0.8], [-0.1, 1.2, -3.7], [-1.5, 2.3, -1.1], [2.6, -1.9, 0.8]],
  "lowdin_charge": [0.741, -0.327, 0.035, 0.127, 0.085, -0.136, 0.080, -0.154, 0.074, -0.155, 0.163, 0.073, -0.051, 0.119, -0.437, -0.237]
}

=====

{
  "formula": "C3H8N5O3",
  "method": "the ωB97M-V functional and the def2-TZVPD basis",
  "mol_weight_g_mol": 162.13,
  "total_charge": 1,
  "max_force_ev_per_a": 4.908,
  "homo_ev": [-14.6, -14.6],
  "energy_ev": -16818.405,
  "elements": ["H", "N", "N", "N", "H", "N", "N", "O", "H", "O", "H", "C", "C", "H", "H", "C", "H", "O", "H"],
  "positions_angstrom": [[-3.285, 0.378, 1.264], [-0.304, 0.188, -0.330], [2.884, -1.309, 1.360], [1.303, -1.336, -1.328], [-2.231, 1.822, 0.674], [-1.225, -0.015, 0.539], [1.730, -0.548, 0.849], [3.267, -2.163, 0.635], [-0.911, 0.924, -2.425], [3.069, -1.025, 2.498], [0.475, 1.651, -1.627], [-2.458, 0.702, 0.446], [1.001, -0.683, -0.299], [-1.100, 1.987, -1.033], [-2.928, 0.624, -0.539], [-0.487, 1.243, -1.430], [1.476, -0.045, 1.624], [-1.081, -0.866, 1.373], [0.806, -1.528, -2.252]],
  "forces_ev_per_a": [[2.5, 0.3, -1.9], [1.2, 1.1, -1.5], [-2.4, -1.1, -1.4], [-0.4, 0.1, 0.1], [-0.4, -1.9, -0.5], [0.2, -1.5, 0.1], [0.7, -0.3, -1.5], [1.1, 0.0, 0.2], [0.3, -0.4, 1.4], [1.1, 0.2, 0.5], [0.9, 0.2, 0.0], [-3.4, 2.7, 2.2], [-0.3, -1.1, -2.7], [-0.8, 1.3, 0.5], [0.4, -0.1, 0.1], [0.3, -1.9, -0.4], [-1.4, 1.8, 1.8], [0.0, -0.1, 0.7], [0.5, 0.9, 2.3]],
  "lowdin_charge": [0.184, 0.041, -0.374, 0.215, 0.154, -0.273, 0.169, 0.170, 0.134, 0.150, 0.095, 0.034, -0.328, 0.051, 0.116, 0.055, 0.109, 0.161, 0.137]
}